(1)
# C34H34BrN3O2PdS2

A structure of composition C34H34BrN3O2PdS2 (ωB97M-V with the def2-TZVPD basis set, the OMol25 dataset).

Structure (XYZ):
```
77
Properties=species:S:1:pos:R:3
Pd 0.09875 -1.10694 -1.22745
Br 1.80081 -0.78769 -3.01018
C 3.01615 -2.04880 -2.23490
C 4.21621 -2.28059 -2.82563
C 5.06448 -3.24687 -2.24140
C 4.67197 -3.92958 -1.12682
C 3.41428 -3.69581 -0.51799
C 2.98003 -4.42018 0.61874
C 1.75591 -4.19951 1.17175
C 0.87860 -3.22181 0.62906
C 1.32327 -2.52890 -0.43891
C 2.55804 -2.71374 -1.08695
H 4.51882 -1.75342 -3.72015
H 6.02497 -3.44361 -2.69618
H 5.32152 -4.67645 -0.68913
H 3.63700 -5.17299 1.03423
H 1.41869 -4.77390 2.02338
H -0.09830 -3.07079 1.06017
O 0.98336 0.30635 0.01800
S 1.17441 1.79898 -0.39325
C 2.96315 2.01115 -0.57180
C 3.27566 3.44907 -0.88252
C 2.89698 3.99923 -2.10415
C 3.16170 5.33219 -2.37811
C 3.81042 6.11832 -1.43550
C 4.19507 5.57217 -0.21890
C 3.92407 4.24109 0.06045
C 0.96025 2.69442 1.15470
C -0.47938 2.84247 1.54150
C -0.91538 2.35579 2.76759
C -2.24511 2.49701 3.14381
C -3.14980 3.10511 2.28372
C -2.71414 3.59833 1.05869
C -1.38288 3.47416 0.69245
H 3.25003 1.33785 -1.37942
H 3.41358 1.66503 0.35957
H 2.40317 3.38546 -2.85000
H 2.87100 5.75542 -3.32991
H 4.02442 7.15573 -1.65321
H 4.71151 6.18075 0.51079
H 4.23242 3.81443 1.00818
H 1.43268 3.66340 0.97723
H 1.54084 2.14198 1.89601
H -0.21034 1.88643 3.44507
H -2.56957 2.14723 4.11595
H -4.18319 3.22806 2.58023
H -3.40947 4.10411 0.40143
H -1.04551 3.87882 -0.25705
C -2.44927 0.41046 -2.27192
C -3.53659 0.77930 -1.26755
C -3.64080 -0.14478 -0.05549
S -2.06397 -0.25068 0.79584
O -1.36644 -1.47517 0.07160
C -2.43463 -0.96892 2.40350
C -3.12454 -2.33148 2.43054
C -4.64856 -2.28078 2.39640
H -2.53016 1.02198 -3.16894
H -2.49836 -0.63733 -2.56831
H -1.44381 0.63485 -1.86270
H -4.50628 0.75077 -1.76716
H -3.39083 1.80459 -0.92673
H -3.92525 -1.16549 -0.31927
H -4.35026 0.24524 0.67746
H -3.00402 -0.18882 2.91423
H -1.44522 -0.99668 2.86733
H -2.80552 -2.80701 3.36008
H -2.73653 -2.96068 1.62580
H -5.03410 -1.60479 3.16147
H -5.05348 -3.27108 2.59899
H -5.04149 -1.97583 1.42897
N -0.69975 -2.51359 -2.39716
C -1.34203 -3.34388 -1.82903
C -2.07710 -4.24463 -1.16534
C -1.46816 -5.42106 -0.63902
N -0.96464 -6.33592 -0.15949
C -3.43552 -3.88975 -0.90157
N -4.50382 -3.50775 -0.71568
```

**DFT total energy**: -5128.334267 Eh
**ΔE to the lowest compared entry with this formula, charge and spin**: 0.0 kJ/mol
**Total charge**: +2
**Lowest unoccupied orbital energy (alpha / beta)**: -8.3 / -8.3 eV

These are the Löwdin partial charges, in e, on atoms 1 to 5: 0.910, 1.005, -0.516, -0.074, -0.026

(2)
# C34H34CdCl3FN3O7

A structure of composition C34H34CdCl3FN3O7 (ωB97M-V with the def2-TZVPD basis set, the OMol25 dataset).

Structure (XYZ):
```
83
Properties=species:S:1:pos:R:3
Cd 0.19240 -0.45128 -0.48455
C 6.00485 1.46857 4.39249
C 5.38862 2.25609 3.23957
C 6.41622 3.02370 2.41904
C 7.34952 2.06794 1.68831
C 6.56805 1.02332 0.93268
C 7.12974 0.35927 -0.13674
C 6.39916 -0.59675 -0.83077
F 7.00274 -1.22247 -1.86666
C 5.10890 -0.90367 -0.50482
C 4.51675 -0.24395 0.57622
C 3.09774 -0.53745 0.88513
O 2.46432 -1.31116 0.15924
C 2.58812 0.12780 2.05613
C 3.36932 1.01984 2.70951
N 4.63053 1.35736 2.36228
C 5.24344 0.71129 1.29987
C 1.20180 -0.09742 2.61197
O 1.04709 0.03453 3.83557
O 0.29139 -0.37651 1.78208
H 6.57615 2.13115 5.04529
H 6.66926 0.68662 4.02229
H 5.22358 0.98935 4.98304
H 4.66323 2.96614 3.64079
H 6.97792 3.68761 3.07792
H 5.88862 3.65051 1.69895
H 8.02115 1.58242 2.40284
H 7.98544 2.61742 0.99229
H 8.14142 0.58235 -0.45313
H 4.52385 -1.62440 -1.06116
H 2.97187 1.51527 3.58664
C -1.08536 -3.12854 2.70085
C -1.64828 -2.09046 1.76757
O -1.39223 -2.08198 0.57435
N -2.47133 -1.16771 2.35164
C -2.67425 0.13235 1.71534
C -3.21336 0.02347 0.31021
C -4.47150 -0.50457 0.05940
C -4.89971 -0.60931 -1.25346
C -4.06524 -0.17204 -2.26742
C -2.83128 0.35274 -1.91971
N -2.41247 0.45863 -0.66136
H -0.73333 -3.97477 2.11757
H -1.81628 -3.45423 3.44180
H -0.23811 -2.67082 3.21677
H -2.38861 -1.12486 3.35536
H -1.72956 0.67879 1.68008
H -3.38546 0.68060 2.33763
H -5.08266 -0.85257 0.88274
H -5.86709 -1.03927 -1.48290
H -4.33686 -0.27024 -3.30868
H -2.13305 0.67229 -2.68190
C -0.15805 3.02870 4.39418
C -0.27802 3.25973 2.90735
C -1.38158 4.18573 2.44315
O 0.45522 2.72613 2.11276
H -1.14165 3.01940 4.86793
H 0.40121 3.86434 4.82662
H 0.36260 2.08988 4.57694
H -1.52163 5.02370 3.12722
H -2.31460 3.61527 2.41949
H -1.16562 4.53593 1.43659
Cl 0.66875 -4.41526 -1.61402
C 0.61027 -3.42324 -3.09605
Cl 2.08719 -2.43927 -3.23594
C -0.66978 -2.53308 -3.09893
O -1.50606 -2.84469 -3.94732
O -0.71372 -1.62423 -2.23707
H 0.59369 -4.10548 -3.93639
Cl 3.14313 6.07954 0.82714
C 2.52359 4.65447 0.01040
C 3.36528 3.58256 -0.22774
C 2.86765 2.45110 -0.84776
C 1.52375 2.34119 -1.23707
C 1.00316 1.11467 -1.84601
C 0.71620 3.46519 -1.00670
C 1.20146 4.60766 -0.39387
H 4.40826 3.64009 0.05366
H 3.53819 1.62352 -1.05225
H 1.77700 0.56398 -2.38345
H 0.17804 1.31486 -2.53084
H -0.32687 3.42671 -1.30168
H 0.55615 5.46044 -0.22293
```

**DFT total energy**: -3655.366672 Eh
**ΔE to the lowest compared entry with this formula, charge and spin**: 16.1 kJ/mol
**Total charge**: -1
**Lowest unoccupied orbital energy**: 2.2 eV

These are the Löwdin partial charges, in e, on atoms 1 to 5: 1.439, -0.027, -0.312, -0.135, -0.133

(3)
# C34H34F4N6O5W

A structure of composition C34H34F4N6O5W (ωB97M-V with the def2-TZVPD basis set, the OMol25 dataset).

Structure (XYZ):
```
84
Properties=species:S:1:pos:R:3
W 0.58709 0.29222 -0.16129
C 1.13570 1.18449 3.93323
C 0.24003 0.93455 2.78268
O 0.83064 0.56372 1.63431
C -1.11446 1.02995 2.79773
C -1.95772 0.73754 1.69425
C -3.41981 0.80080 1.89421
N -1.42028 0.39198 0.50366
N -2.35330 0.10869 -0.47629
C -1.81042 -0.19632 -1.60613
O -0.42999 -0.16333 -1.61727
C -2.53163 -0.61228 -2.77184
C -3.93386 -0.52043 -2.80542
C -4.61585 -0.97243 -3.91232
C -3.91798 -1.52686 -4.98512
C -2.52939 -1.61908 -4.95832
C -1.83182 -1.15534 -3.86405
H 2.17185 1.26139 3.60993
H 1.06257 0.35641 4.64528
H 0.83049 2.08439 4.46602
H -1.60218 1.31257 3.72054
H -3.67971 1.65847 2.51580
H -3.74576 -0.08465 2.45406
H -3.95685 0.82202 0.95432
H -4.45753 -0.09587 -1.95999
H -5.69366 -0.89787 -3.95208
H -4.45898 -1.88944 -5.84906
H -2.00065 -2.05256 -5.79598
H -0.75100 -1.21356 -3.83038
C 5.69672 6.00101 -1.73742
C 5.16824 5.51824 -0.39143
N 3.92806 4.71583 -0.50987
C 4.02871 3.39338 -0.43102
C 2.93069 2.56546 -0.48213
C 2.93639 1.09626 -0.31506
O 3.35195 0.49200 0.64398
O 2.14782 0.45231 -1.20397
C 1.63093 3.10990 -0.56481
O 0.56773 2.32006 -0.46239
C 1.52148 4.50605 -0.72157
C 0.28457 5.15125 -0.92048
C 0.19978 6.49910 -1.03820
F -1.01318 7.00979 -1.26905
C 1.33585 7.36803 -0.93076
C 2.56279 6.70436 -0.77910
C 2.68790 5.32018 -0.67510
N 1.24386 8.72643 -0.99178
C 2.32962 9.62547 -0.61233
C 2.54051 10.72347 -1.65187
N 1.26148 11.49499 -1.90009
C 0.10472 10.94043 -1.12709
C -0.01860 9.43432 -1.30648
H 6.56722 6.63370 -1.57067
H 4.95277 6.56845 -2.29573
H 6.01625 5.15984 -2.35206
H 4.96557 6.34309 0.28940
H 5.91746 4.89228 0.08750
H 5.02476 2.97782 -0.34626
H -0.62371 4.56876 -0.99708
H 3.46144 7.29587 -0.78167
H 3.27460 9.10593 -0.50872
H 2.11463 10.06716 0.36434
H 2.87880 10.30541 -2.59712
H 3.30656 11.40601 -1.28939
H 1.04141 11.48889 -2.89792
H 1.38604 12.47948 -1.65373
H -0.81380 11.41042 -1.47300
H 0.24058 11.20815 -0.08219
H -0.32465 9.20049 -2.32892
H -0.82472 9.12621 -0.64489
F 0.29523 -6.80251 0.41623
C 1.46006 -6.17270 0.29335
F 2.24922 -6.49515 1.31331
F 2.04342 -6.54261 -0.84929
C 1.24499 -4.66409 0.25556
C 2.29453 -3.80052 0.54024
C 2.07620 -2.44320 0.46835
N 0.87727 -1.91756 0.13184
C -0.13578 -2.76944 -0.14831
C 0.00926 -4.13476 -0.09528
H 3.26757 -4.18293 0.81761
H 2.86993 -1.74478 0.69136
H -1.09376 -2.33944 -0.40811
H -0.82906 -4.78034 -0.31810
```

**DFT total energy**: -2486.035966 Eh
**ΔE to the lowest compared entry with this formula, charge and spin**: 3.7 kJ/mol
**Total charge**: +4
**Lowest unoccupied orbital energy (alpha / beta)**: -12.9 / -12.9 eV

These are the Löwdin partial charges, in e, on atoms 1 to 5: 2.043, 0.047, -0.275, -0.185, 0.062

(4)
# C34H34FN4O7S2Ti

A structure of composition C34H34FN4O7S2Ti (ωB97M-V with the def2-TZVPD basis set, the OMol25 dataset).

Structure (XYZ):
```
83
Properties=species:S:1:pos:R:3
Ti 0.49503 0.53990 0.27556
C 2.57121 2.56478 -2.76022
C 2.58887 1.43953 -1.76839
O 1.67084 1.55152 -0.82502
C 3.44153 0.40269 -1.84412
C 3.38990 -0.70711 -0.88343
C 3.18172 -2.08950 -1.43616
N 3.48975 -0.60580 0.38937
N 3.89746 0.57860 0.96422
C 3.05183 1.28276 1.61425
O 1.74193 1.14693 1.69027
C 3.60222 2.42251 2.40912
C 2.87508 3.60280 2.53134
C 3.37392 4.66681 3.26961
C 4.60445 4.55768 3.90329
C 5.33585 3.38296 3.78219
C 4.84074 2.32312 3.03648
H 1.59458 2.60751 -3.24835
H 3.34753 2.45082 -3.51540
H 2.71646 3.51117 -2.23524
H 4.10303 0.32974 -2.69936
H 4.01846 -2.34993 -2.09360
H 2.26606 -2.12533 -2.02987
H 3.10641 -2.80953 -0.62561
H 1.92597 3.68715 2.01541
H 2.80205 5.58387 3.34567
H 4.99366 5.38399 4.48608
H 6.29766 3.29142 4.27286
H 5.40204 1.40500 2.92248
C -3.75737 -1.90816 3.21697
C -2.74776 -2.64894 2.39153
C -3.05231 -3.81874 1.71682
C -2.00596 -4.41750 1.03453
N -0.80828 -3.87572 0.91669
C -0.63028 -2.67600 1.50288
S 0.91088 -1.87495 1.24063
N -1.52824 -2.11268 2.32885
H -4.69559 -2.45608 3.30309
H -3.95748 -0.94176 2.74910
H -3.35772 -1.71662 4.21394
H -4.04097 -4.25616 1.74744
H -2.14675 -5.38211 0.55150
O -1.75557 -1.44872 -0.60282
C -0.93470 -1.25625 -1.48069
O 0.10414 -0.47672 -1.37125
C -1.08351 -1.87177 -2.84529
C -2.15147 -2.73015 -3.06891
C -2.35215 -3.33736 -4.31018
C -1.43643 -3.04319 -5.29002
O -1.41615 -3.47653 -6.59640
C -0.14996 -3.05780 -7.09882
O 0.34703 -2.04531 -6.23799
C -0.37462 -2.18541 -5.06963
C -0.16412 -1.57680 -3.86063
H -2.82444 -2.91876 -2.24236
H -3.18121 -4.00715 -4.49456
H -0.27846 -2.65127 -8.10015
H 0.53858 -3.91130 -7.09788
H 0.66259 -0.90437 -3.67533
F -6.43328 0.62506 -0.45025
C -5.11887 0.97811 -0.42170
C -4.34725 0.77885 -1.54593
C -3.01017 1.13765 -1.49968
C -2.42484 1.68191 -0.35152
C -0.97890 1.99632 -0.33726
C -3.26098 1.89115 0.74674
C -4.60435 1.53854 0.72639
H -4.78522 0.33699 -2.43166
H -2.39015 0.97114 -2.37334
H -0.73963 2.81506 0.35196
H -0.63166 2.26984 -1.33213
H -2.85329 2.34480 1.64245
H -5.24775 1.69780 1.58273
C 0.32983 -0.20947 4.12941
S -1.03058 0.60837 3.30832
C -0.52578 2.27656 3.73283
O -0.84683 0.56366 1.81169
H 0.10833 -0.17442 5.19790
H 1.26456 0.28934 3.88357
H 0.35000 -1.23108 3.75922
H -0.48017 2.35744 4.81972
H -1.26005 2.97649 3.33793
H 0.45905 2.43814 3.29812
```

**DFT total energy**: -3807.600498 Eh
**ΔE to the lowest compared entry with this formula, charge and spin**: 0.0 kJ/mol
**Total charge**: -1
**Lowest unoccupied orbital energy**: 2.2 eV

These are the Löwdin partial charges, in e, on atoms 1 to 5: 1.014, -0.023, -0.433, -0.217, -0.016